Molecular formula: C60H90O45
Method: DFT, ωB97M-V/def2-TZVPD

Atoms and positions in Å:
C  12.15  -31.91  -3.17
C  11.40  -30.67  -2.84
C  10.52  -30.73  -1.59
O  10.81  -29.56  -0.92
C  11.87  -28.94  -1.47
O  12.47  -27.99  -1.00
O  12.22  -29.55  -2.63
H  12.88  -32.29  -2.46
H  12.80  -31.78  -4.03
H  11.48  -32.76  -3.28
H  10.71  -30.37  -3.64
H  10.88  -31.59  -1.02
H  9.47  -30.80  -1.87
C  11.84  -22.50  1.95
C  12.80  -23.41  1.15
C  12.28  -24.10  -0.09
O  12.89  -23.42  -1.12
C  13.88  -22.65  -0.72
O  14.73  -22.03  -1.41
O  13.88  -22.62  0.61
H  12.42  -22.30  2.86
H  11.03  -23.09  2.38
H  11.43  -21.67  1.36
H  13.33  -24.12  1.78
H  11.21  -23.90  -0.12
H  12.37  -25.18  -0.18
C  10.71  -27.75  -7.77
C  11.03  -29.07  -7.12
C  9.97  -30.14  -7.11
O  10.62  -31.30  -7.40
C  11.77  -31.02  -8.04
O  12.45  -31.82  -8.69
O  12.03  -29.76  -7.88
H  9.84  -27.85  -8.42
H  11.52  -27.31  -8.36
H  10.57  -27.06  -6.94
H  11.49  -28.91  -6.15
H  9.24  -29.95  -7.90
H  9.40  -30.34  -6.20
C  15.65  -28.96  -1.84
C  16.11  -27.51  -2.02
C  14.98  -26.60  -2.44
O  14.91  -25.62  -1.51
C  15.71  -25.91  -0.46
O  15.79  -25.16  0.55
O  16.40  -27.08  -0.71
H  16.41  -29.70  -1.61
H  15.10  -29.25  -2.74
H  15.01  -28.98  -0.96
H  16.95  -27.41  -2.70
H  14.02  -27.11  -2.53
H  15.13  -26.19  -3.43
C  15.40  -24.50  4.47
C  16.54  -24.03  3.54
C  16.37  -22.74  2.67
O  17.55  -22.09  2.89
C  18.15  -22.56  3.95
O  19.19  -22.10  4.37
O  17.66  -23.68  4.33
H  15.21  -23.68  5.15
H  15.60  -25.46  4.94
H  14.48  -24.63  3.90
H  16.92  -24.77  2.83
H  15.51  -22.15  3.01
H  16.17  -23.10  1.66
C  19.90  -30.73  -4.18
C  19.43  -29.85  -2.92
C  20.37  -29.69  -1.71
O  20.19  -28.30  -1.42
C  19.68  -27.71  -2.51
O  19.73  -26.48  -2.61
O  19.19  -28.57  -3.40
H  19.08  -30.86  -4.89
H  20.27  -31.72  -3.91
H  20.72  -30.27  -4.72
H  18.47  -30.22  -2.56
H  21.36  -30.00  -2.05
H  19.97  -30.30  -0.91
C  15.69  -34.63  -5.70
C  16.52  -33.43  -5.23
C  15.69  -32.21  -4.81
O  16.13  -31.92  -3.53
C  17.01  -32.86  -3.13
O  17.60  -32.77  -2.05
O  17.03  -33.90  -3.99
H  15.20  -34.34  -6.63
H  14.94  -34.98  -4.99
H  16.34  -35.47  -5.91
H  17.28  -33.13  -5.95
H  14.62  -32.43  -4.74
H  15.85  -31.36  -5.47
C  11.93  -25.95  -3.75
C  11.60  -24.79  -4.73
C  10.66  -23.78  -4.13
O  11.47  -22.58  -4.04
C  12.69  -22.78  -4.49
O  13.64  -22.01  -4.51
O  12.73  -24.02  -4.93
H  11.07  -26.57  -3.47
H  12.29  -25.50  -2.83
H  12.70  -26.66  -4.04
H  11.17  -25.10  -5.68
H  10.25  -23.96  -3.14
H  9.80  -23.68  -4.80
C  19.18  -32.70  0.61
C  18.03  -33.66  0.99
C  18.41  -35.12  1.44
O  18.06  -35.11  2.79
C  17.61  -33.90  3.22
O  17.18  -33.62  4.35
O  17.44  -33.10  2.15
H  19.84  -32.79  1.47
H  18.83  -31.67  0.61
H  19.71  -32.94  -0.31
H  17.22  -33.88  0.30
H  19.47  -35.26  1.22
H  17.91  -35.91  0.87
C  19.47  -25.59  1.12
C  19.03  -26.98  1.53
C  20.17  -27.87  1.76
O  19.96  -28.46  3.03
C  18.92  -27.86  3.61
O  18.61  -28.05  4.78
O  18.35  -27.06  2.75
H  20.53  -25.38  1.11
H  19.04  -24.72  1.62
H  19.12  -25.38  0.11
H  18.42  -27.46  0.77
H  21.09  -27.27  1.71
H  20.32  -28.58  0.95
C  7.39  -28.05  0.47
C  7.45  -26.47  0.19
C  8.86  -25.97  -0.11
O  8.68  -25.05  -1.18
C  7.49  -25.41  -1.79
O  7.22  -25.05  -2.93
O  6.84  -26.26  -1.08
H  7.74  -28.81  -0.23
H  6.40  -28.30  0.84
H  7.99  -28.27  1.35
H  6.95  -25.90  0.97
H  9.59  -26.76  -0.31
H  9.23  -25.37  0.72
C  13.23  -29.42  4.21
C  13.63  -29.44  2.71
C  14.99  -28.85  2.47
O  15.62  -29.79  1.64
C  14.93  -30.89  1.55
O  15.19  -31.87  0.85
O  13.84  -30.78  2.40
H  13.23  -28.40  4.59
H  14.06  -29.81  4.80
H  12.23  -29.77  4.43
H  12.92  -28.94  2.05
H  15.51  -28.81  3.43
H  14.93  -27.87  2.01
C  14.13  -34.73  -0.76
C  14.22  -36.13  -1.27
C  13.10  -37.00  -0.81
O  12.70  -37.59  -2.00
C  13.23  -36.95  -3.06
O  12.92  -37.12  -4.27
O  14.12  -36.03  -2.68
H  14.16  -34.74  0.33
H  13.24  -34.18  -1.05
H  15.02  -34.15  -1.05
H  15.15  -36.59  -0.95
H  12.37  -36.44  -0.23
H  13.51  -37.76  -0.14
C  17.35  -28.45  -7.91
C  17.25  -28.17  -6.46
C  17.05  -26.69  -6.08
O  15.67  -26.68  -5.58
C  15.13  -27.95  -5.66
O  13.98  -28.27  -5.35
O  16.04  -28.78  -6.08
H  18.23  -27.93  -8.28
H  16.51  -28.12  -8.53
H  17.59  -29.50  -8.02
H  18.10  -28.60  -5.92
H  17.20  -25.96  -6.88
H  17.65  -26.48  -5.20
C  17.82  -22.68  -1.20
C  17.77  -23.63  -2.46
C  16.62  -23.40  -3.45
O  17.26  -23.78  -4.63
C  18.61  -23.60  -4.47
O  19.47  -23.78  -5.30
O  18.82  -23.22  -3.23
H  18.70  -22.73  -0.56
H  17.12  -22.89  -0.40
H  17.73  -21.63  -1.46
H  17.96  -24.68  -2.23
H  16.23  -22.38  -3.42
H  15.85  -24.15  -3.25

Output
LUMO = -0.46 eV
HOMO energy = -10.16 eV
2S+1 = 1
frontier orbital gap = 9.71 eV
net charge = 0

=====

Molecular formula: C60H94BCsN10O2P3Si
Method: DFT, ωB97M-V/def2-TZVPD

Atoms and positions in Å:
Cs  -1.47  -1.63  0.21
C  1.12  -4.78  2.76
C  1.19  -3.44  2.32
N  0.05  -2.81  2.53
N  -0.77  -3.71  3.11
C  -0.15  -4.90  3.26
B  -2.21  -3.35  3.54
N  -3.20  -3.56  2.37
C  -4.53  -3.35  2.43
C  -5.08  -3.75  1.23
C  -3.98  -4.18  0.48
N  -2.85  -4.08  1.17
N  -2.28  -1.86  3.95
C  -1.94  -1.31  5.14
C  -2.04  0.06  5.01
C  -2.43  0.25  3.68
N  -2.57  -0.91  3.04
N  -2.63  -4.32  4.65
C  -3.32  -5.47  4.49
C  -3.31  -6.15  5.69
C  -2.56  -5.31  6.54
N  -2.15  -4.23  5.91
H  1.89  -5.53  2.73
H  2.03  -2.92  1.88
H  -0.65  -5.73  3.72
H  -4.99  -2.95  3.32
H  -6.13  -3.76  0.95
H  -3.96  -4.58  -0.53
H  -1.68  -1.93  5.98
H  -1.85  0.80  5.76
H  -2.61  1.18  3.16
H  -3.77  -5.74  3.55
H  -3.77  -7.09  5.92
H  -2.31  -5.46  7.58
C  1.60  0.19  3.27
Si  1.11  1.52  2.04
C  2.62  2.48  1.39
C  2.99  3.68  2.00
C  4.00  4.47  1.47
C  4.62  4.10  0.29
C  4.28  2.89  -0.31
C  3.32  2.06  0.25
P  2.94  0.35  -0.30
C  4.56  -0.58  -0.40
C  4.67  -1.51  0.83
C  5.15  -0.77  2.07
C  6.53  -0.17  1.83
C  6.48  0.79  0.65
C  5.92  0.12  -0.60
C  2.42  0.48  -2.08
C  3.36  1.13  -3.12
C  2.89  2.53  -3.50
C  1.51  2.48  -4.18
C  0.60  1.42  -3.54
C  1.03  1.14  -2.10
C  0.02  2.77  2.95
C  0.03  2.79  4.35
C  -0.79  3.65  5.07
C  -1.65  4.50  4.39
C  -1.69  4.49  3.01
C  -0.86  3.64  2.27
P  -0.91  3.56  0.44
C  -0.51  5.32  -0.08
C  0.09  5.28  -1.49
C  0.42  6.67  -2.01
C  1.38  7.38  -1.06
C  0.80  7.43  0.35
C  0.47  6.02  0.86
C  -2.78  3.35  0.20
C  -3.09  2.29  -0.87
C  -3.06  2.83  -2.29
C  -4.04  3.99  -2.45
C  -3.70  5.10  -1.47
C  -3.67  4.59  -0.02
H  2.23  0.60  4.06
H  2.15  -0.61  2.78
H  0.71  -0.25  3.72
H  2.48  4.01  2.90
H  4.28  5.40  1.96
H  5.38  4.73  -0.16
H  4.81  2.60  -1.21
H  4.38  -1.21  -1.28
H  5.39  -2.31  0.61
H  3.71  -1.98  1.02
H  5.15  -1.44  2.93
H  4.45  0.05  2.30
H  7.24  -0.98  1.62
H  6.89  0.34  2.73
H  7.48  1.18  0.43
H  5.87  1.65  0.93
H  6.62  -0.66  -0.91
H  5.88  0.83  -1.43
H  2.28  -0.57  -2.35
H  3.37  0.51  -4.02
H  4.39  1.15  -2.76
H  3.61  3.01  -4.16
H  2.83  3.15  -2.60
H  1.64  2.26  -5.24
H  1.04  3.47  -4.11
H  0.66  0.48  -4.10
H  -0.44  1.74  -3.56
H  0.32  0.50  -1.59
H  1.05  2.08  -1.53
H  0.68  2.12  4.89
H  -0.76  3.65  6.15
H  -2.30  5.17  4.95
H  -2.37  5.16  2.50
H  -1.43  5.91  -0.09
H  -0.58  4.76  -2.18
H  1.01  4.68  -1.45
H  -0.51  7.26  -2.08
H  0.84  6.61  -3.01
H  1.60  8.39  -1.42
H  2.33  6.83  -1.04
H  -0.12  8.03  0.34
H  1.50  7.92  1.04
H  0.07  6.08  1.87
H  1.39  5.44  0.91
H  -3.06  2.92  1.16
H  -4.11  1.91  -0.68
H  -2.42  1.43  -0.81
H  -3.29  2.03  -3.00
H  -2.04  3.17  -2.52
H  -5.05  3.62  -2.25
H  -4.03  4.37  -3.47
H  -4.43  5.91  -1.54
H  -2.73  5.53  -1.74
H  -4.69  4.30  0.25
H  -3.39  5.40  0.65
C  -3.70  -0.33  -4.54
O  -4.56  -0.45  -3.40
C  -3.96  -0.65  -2.21
O  -2.77  -0.80  -2.05
N  -4.90  -0.66  -1.23
N  -4.50  -0.79  0.09
H  -4.01  0.56  -5.08
H  -3.84  -1.21  -5.17
H  -2.66  -0.25  -4.24
H  -5.86  -0.57  -1.49
H  -4.83  -1.66  0.50
H  -4.78  0.00  0.65
C  -1.32  -6.40  -0.90
C  -1.26  -5.63  -2.23
C  -0.94  -6.57  -3.40
P  -0.27  -4.09  -1.94
C  1.37  -4.65  -1.27
C  2.09  -5.87  -1.87
C  2.31  -3.44  -1.25
C  0.09  -3.35  -3.61
C  -1.26  -3.07  -4.29
C  1.06  -4.02  -4.59
H  -2.10  -7.16  -0.94
H  -1.51  -5.74  -0.05
H  -0.37  -6.92  -0.72
H  -2.27  -5.23  -2.41
H  0.07  -6.96  -3.34
H  -1.07  -6.08  -4.36
H  -1.63  -7.42  -3.37
H  1.13  -4.89  -0.23
H  2.27  -5.75  -2.94
H  1.52  -6.79  -1.72
H  3.05  -6.00  -1.38
H  2.64  -3.18  -2.26
H  3.20  -3.67  -0.67
H  1.84  -2.56  -0.81
H  0.52  -2.37  -3.35
H  -1.74  -3.99  -4.61
H  -1.12  -2.44  -5.17
H  -1.94  -2.55  -3.60
H  0.79  -5.06  -4.78
H  2.08  -4.00  -4.22
H  1.04  -3.49  -5.54

Output
LUMO (alpha / beta) = 0.01 / -0.15 eV
HOMO energy (alpha / beta) = -6.26 / -8.16 eV
2S+1 = 2
frontier orbital gap (alpha / beta) = 6.27 / 8.00 eV
net charge = 0

=====

F_max values (in eV/A) by entry order: 5.57, 1.04.
Relative energy (zero: lowest compared OMol25 entry of this formula, charge and spin) values (in eV) by entry order: 7.095, 0.000.